Record 1
Computed, not measured: the molecule C4H7N3, with wB97M-V/def2-TZVPD.

The total energy is -8730.979 eV. For the strongest force on any atom, the calculation gives 0.0034 hartree/bohr. Its structure (SMILES) is CCc1c[nH]nn1.

Structure (ORCA input):
```
! wB97M-V def2-TZVPD RIJCOSX def2/J DEFGRID3
* xyz 0 1
C -2.003 0.665 0.313
C -1.051 -0.219 -0.493
C 0.379 -0.143 -0.041
C 1.523 -0.536 -0.692
N 2.499 -0.340 0.223
N 2.013 0.147 1.365
N 0.733 0.269 1.210
H -3.042 0.432 0.056
H -1.864 0.501 1.385
H -1.829 1.727 0.115
H -1.374 -1.264 -0.406
H -1.111 0.029 -1.560
H 1.711 -0.925 -1.681
H 3.487 -0.529 0.152
*
```

Record 2
Computed, not measured: the molecule C5H12O2 at a distorted geometry, with wB97M-V/def2-TZVPD.

The total energy is -9471.653 eV. For the strongest force on any atom, the calculation gives 0.0722 hartree/bohr. Its structure (SMILES) is CO[C@@H](C)CCO.

Structure (ORCA input):
```
! wB97M-V def2-TZVPD RIJCOSX def2/J DEFGRID3
* xyz 0 1
C -1.336 -0.435 1.606
O -0.113 -0.329 0.928
C -0.175 0.400 -0.298
C -0.690 1.816 -0.120
C 1.213 0.323 -0.825
C 1.574 -1.453 -0.852
O 0.471 -2.280 -0.956
H -1.654 0.522 2.037
H -1.183 -1.150 2.417
H -2.132 -0.805 0.940
H -0.829 -0.155 -0.997
H -0.072 2.347 0.611
H -1.728 1.825 0.221
H -0.644 2.355 -1.072
H 1.965 0.759 -0.159
H 1.287 0.907 -1.783
H 1.922 -0.895 -1.684
H 2.101 -1.582 0.084
H 0.024 -2.172 -0.097
*
```

Record 3
Computed, not measured: a 2-piece molecular cluster, C6H7FN2O3 overall at a distorted geometry, with wB97M-V/def2-TZVPD.

The total energy is -18168.873 eV. For the strongest force on any atom, the calculation gives 0.0787 hartree/bohr.

Structure (ORCA input):
```
! wB97M-V def2-TZVPD RIJCOSX def2/J DEFGRID3
* xyz 0 1
C -2.046 1.216 0.973
C -1.366 0.225 1.786
C -1.356 1.947 0.039
C -0.056 -0.017 1.550
C 0.692 0.652 0.515
C 2.185 -1.421 -0.957
N -0.008 1.606 -0.183
N 2.071 0.907 0.525
O 2.876 0.083 1.015
O 2.426 1.874 -0.198
O 1.223 -0.497 -1.046
F 0.537 -1.114 2.126
H -3.044 1.500 1.084
H -1.832 -0.209 2.695
H -1.855 2.396 -0.822
H 1.982 -2.497 -0.522
H 3.115 -1.174 -0.322
H 2.689 -1.679 -1.971
H 0.675 2.133 -0.800
*
```

Record 4
Computed, not measured: a 6-piece molecular cluster, C7H26N8O6 overall at a distorted geometry, with wB97M-V/def2-TZVPD.

The total energy is -31885.070 eV. For the strongest force on any atom, the calculation gives 0.1833 hartree/bohr. Its structure (SMILES) is NC(N)=O.NC(N)=O.NC(N)=O.NC(N)=O.CCO.CO.

Structure (ORCA input):
```
! wB97M-V def2-TZVPD RIJCOSX def2/J DEFGRID3
* xyz 0 1
N -0.540 -0.110 -2.326
C -0.019 0.873 -2.948
N 0.806 0.596 -3.887
O -0.347 2.156 -2.631
H -1.335 0.052 -1.587
H -0.328 -1.070 -2.354
H 1.101 1.451 -4.386
H 0.825 -0.264 -4.458
N 3.189 0.633 -0.848
C 2.931 -0.636 -1.002
N 2.499 -0.871 -2.185
O 3.154 -1.618 -0.034
H 3.657 0.978 -0.037
H 3.055 1.340 -1.554
H 2.239 -1.856 -2.327
H 1.880 -0.155 -2.667
N -4.315 -0.186 -1.307
C -3.547 0.842 -1.554
N -2.510 0.842 -0.778
O -3.684 1.793 -2.527
H -5.166 -0.279 -1.884
H -4.341 -0.652 -0.433
H -1.884 1.601 -0.936
H -2.359 0.249 0.095
N -0.982 -1.271 0.559
C -1.823 -1.333 1.552
N -2.572 -2.423 1.548
O -2.050 -0.269 2.357
H -0.404 -0.470 0.399
H -0.794 -2.171 0.154
H -3.084 -2.475 2.450
H -2.511 -3.332 1.022
C 2.367 -0.619 4.376
C 1.684 -0.235 3.037
O 1.267 -1.428 2.401
H 2.981 -1.473 4.255
H 1.579 -0.800 5.182
H 2.994 0.170 4.689
H 2.373 0.365 2.394
H 0.837 0.455 3.275
H 0.569 -1.276 1.767
C 0.230 2.409 0.674
O 0.626 1.105 0.352
H -0.784 2.390 1.006
H 0.193 3.028 -0.218
H 0.826 2.891 1.482
H 1.497 1.067 -0.151
*
```

no.,LUMO energy (eV),frontier orbital gap (eV)
1,0.8707,10.32
2,0.9643,9.59
3,-1.0045,7.72
4,-0.0411,9.19